Entry 1:
69
Properties=species:S:1:pos:R:3:lowdin_charge:R:1 method="wB97M-V/def2-TZVPD" e_lumo_ev=0.11 homo_ev=-8.1 e_above_lowest_kj_mol=237.8 homo_lumo_gap_ev=8.22
O -1.38 19.13 4.93 -0.313
P -1.70 18.09 5.96 0.616
N -1.74 18.78 7.59 -0.291
C -2.91 19.59 7.97 -0.120
C -0.55 19.16 8.33 -0.149
N -0.57 16.83 6.13 -0.279
C -0.08 16.24 7.35 -0.171
C 0.33 16.49 4.88 -0.027
N -3.16 17.21 5.82 -0.323
C -4.44 17.76 5.39 -0.111
C -3.42 16.03 6.61 -0.133
H -3.07 19.81 9.03 0.082
H -3.83 19.08 7.68 0.049
H -2.99 20.53 7.42 0.079
H -0.66 19.08 9.41 0.081
H -0.21 20.19 8.19 0.076
H 0.31 18.57 8.03 0.057
H -0.21 15.16 7.31 0.039
H 1.01 16.28 7.40 0.057
H -0.69 16.51 8.21 0.089
H 0.33 15.41 4.78 0.063
H 0.10 17.05 3.97 0.067
H 1.30 16.90 5.18 0.068
H -4.82 17.00 4.71 0.086
H -5.08 18.04 6.23 0.074
H -4.02 18.62 4.88 0.075
H -4.03 15.32 6.05 0.078
H -3.94 16.29 7.53 0.087
H -2.52 15.48 6.89 0.031
C -0.96 11.93 4.55 -0.231
S -1.72 11.96 6.29 0.887
O -1.71 13.47 6.63 -0.600
C -3.44 11.59 5.74 -0.243
H -1.13 10.98 4.05 0.025
H 0.13 11.95 4.58 0.023
H -1.43 12.59 3.83 0.063
H -3.57 11.13 4.77 0.015
H -3.97 12.55 5.69 0.054
H -3.97 10.92 6.42 0.043
C -2.74 13.39 11.43 -0.272
S -4.56 13.25 11.26 0.871
O -5.04 14.73 11.15 -0.606
C -4.74 12.70 9.45 -0.239
H -2.06 14.06 10.89 0.059
H -2.44 12.35 11.40 0.037
H -2.60 13.83 12.42 0.041
H -4.18 11.80 9.22 0.034
H -4.30 13.46 8.81 0.035
H -5.78 12.61 9.13 0.047
C 2.53 13.90 8.18 -0.204
S 3.93 12.84 7.39 0.822
O 3.86 11.48 8.03 -0.565
C 3.41 12.85 5.68 -0.296
H 2.56 14.92 7.80 0.024
H 2.57 13.94 9.27 0.050
H 1.62 13.38 7.87 0.034
H 2.47 12.38 5.42 0.039
H 4.25 12.39 5.16 0.045
H 3.41 13.81 5.16 0.056
C -6.15 8.59 1.32 -0.212
S -4.83 9.82 1.90 0.808
O -5.55 10.75 2.82 -0.580
C -3.83 8.64 2.91 -0.253
H -6.98 9.22 0.99 0.054
H -6.14 7.89 2.15 0.032
H -5.70 7.96 0.55 0.041
H -4.55 8.15 3.57 0.050
H -2.92 9.15 3.25 0.032
H -3.63 7.83 2.21 0.044

---

Entry 2:
86
Properties=species:S:1:pos:R:3:lowdin_charge:R:1 method="wB97M-V/def2-TZVPD" e_lumo_ev=-0.26 homo_ev=-10.2 homo_lumo_gap_ev=9.93 smiles="C[N+](=O)[O-].C[N+](=O)[O-].C[N+](=O)[O-].C[N+](=O)[O-].C[N+](=O)[O-].C[N+](=O)[O-].C[N+](=O)[O-].C[N+](=O)[O-].COC(=O)OC.CO.CO.CO"
C 1.08 8.75 -0.78 0.040
N -0.38 8.85 -0.65 -0.477
O -0.79 9.93 -0.31 0.075
O -1.05 7.89 -0.95 0.059
H 1.35 9.43 -1.59 0.105
H 1.18 7.72 -1.13 0.091
H 1.56 8.91 0.19 0.107
C -6.00 -3.43 0.95 0.062
N -5.74 -4.32 -0.24 -0.462
O -4.99 -3.98 -1.08 0.081
O -6.25 -5.44 -0.31 0.031
H -6.20 -4.13 1.76 0.094
H -6.88 -2.83 0.70 0.102
H -5.08 -2.89 1.17 0.094
C 0.89 -5.42 -3.24 0.042
N 0.52 -5.11 -1.85 -0.414
O 1.47 -5.14 -1.01 0.014
O -0.58 -4.66 -1.54 0.052
H 0.01 -5.20 -3.84 0.101
H 1.12 -6.48 -3.33 0.103
H 1.80 -4.86 -3.41 0.107
C -0.78 5.49 -5.16 0.043
N -0.26 4.29 -5.91 -0.455
O 0.46 3.52 -5.40 0.099
O -0.64 4.20 -7.09 0.034
H -0.73 6.36 -5.82 0.094
H -0.29 5.69 -4.21 0.087
H -1.83 5.35 -4.90 0.097
C -2.62 -0.12 6.63 0.037
N -3.94 -0.36 5.99 -0.463
O -4.71 0.59 5.78 0.044
O -4.09 -1.50 5.69 0.087
H -1.97 -0.99 6.75 0.099
H -3.00 0.36 7.53 0.100
H -2.06 0.63 6.06 0.097
C -4.93 3.14 -0.18 0.056
N -4.50 2.20 -1.29 -0.438
O -3.34 2.33 -1.68 0.052
O -5.41 1.51 -1.77 0.035
H -4.24 3.99 -0.24 0.096
H -4.88 2.48 0.68 0.103
H -5.92 3.38 -0.56 0.096
C 4.19 -0.01 -4.00 0.058
N 5.10 -1.01 -4.71 -0.466
O 5.83 -0.48 -5.51 0.062
O 5.01 -2.15 -4.38 0.073
H 4.57 0.13 -2.98 0.093
H 3.28 -0.59 -3.92 0.086
H 4.05 0.87 -4.63 0.093
C 2.86 -0.06 6.25 0.046
N 3.31 -1.27 5.48 -0.422
O 4.07 -2.04 6.01 0.080
O 2.67 -1.45 4.39 0.009
H 2.36 -0.42 7.14 0.099
H 2.20 0.50 5.58 0.093
H 3.79 0.45 6.51 0.098
C 0.78 2.57 -0.26 -0.069
O 0.47 1.47 0.51 -0.029
C 0.22 1.57 1.84 -0.569
O 0.42 2.62 2.43 0.093
O -0.29 0.48 2.40 0.005
C -0.46 -0.79 1.67 0.000
H 0.46 3.52 0.17 0.095
H 0.17 2.49 -1.16 0.096
H 1.84 2.59 -0.52 0.099
H -1.49 -0.76 1.31 0.090
H -0.40 -1.64 2.36 0.088
H 0.24 -1.03 0.87 0.095
C 4.94 -1.62 0.27 -0.131
O 6.22 -0.94 0.09 -0.139
H 4.11 -1.01 0.61 0.068
H 4.55 -2.10 -0.63 0.064
H 5.18 -2.43 0.96 0.075
H 6.94 -1.39 0.55 0.064
C -1.40 -1.04 -4.53 -0.128
O -0.59 -1.24 -3.32 -0.137
H -1.57 -2.01 -5.00 0.066
H -2.45 -0.73 -4.44 0.068
H -0.94 -0.30 -5.19 0.076
H -1.08 -1.89 -2.81 0.050
C 2.41 -6.21 3.53 -0.171
O 1.80 -7.48 3.36 -0.123
H 1.80 -5.39 3.16 0.072
H 2.46 -6.09 4.61 0.078
H 3.40 -6.18 3.08 0.075
H 1.61 -7.62 2.43 0.070

---

Entry 3:
69
Properties=species:S:1:pos:R:3:lowdin_charge:R:1 method="wB97M-V/def2-TZVPD" e_lumo_ev=0.59 homo_ev=-9.5 e_above_lowest_kj_mol=0.0 homo_lumo_gap_ev=10.12 smiles=OCCO.OCCO.OCCO.OCCO.OCCO.OCCO.CCO
O 1.52 0.01 -5.22 -0.088
C 2.56 -1.00 -5.03 -0.212
C 2.86 -1.20 -3.55 -0.222
O 1.91 -2.16 -3.03 -0.079
H 1.22 -0.10 -6.12 0.068
H 2.20 -1.98 -5.44 0.134
H 3.38 -0.61 -5.58 0.096
H 2.78 -0.27 -3.00 0.114
H 3.84 -1.67 -3.51 0.114
H 1.19 -1.58 -2.78 0.028
O 1.54 -1.05 2.23 -0.078
C 1.49 -1.73 0.96 -0.179
C 0.22 -2.53 0.79 -0.178
O -0.91 -1.71 0.47 -0.115
H 2.17 -0.32 2.14 0.057
H 1.54 -0.93 0.20 0.118
H 2.27 -2.45 0.81 0.124
H 0.03 -3.14 1.70 0.135
H 0.31 -3.24 -0.04 0.135
H -1.07 -1.12 1.23 0.045
O -0.02 -1.88 4.64 -0.032
C -1.39 -1.65 4.49 -0.255
C -1.64 -0.34 3.79 -0.194
O -0.86 -0.24 2.60 -0.137
H 0.37 -2.16 3.82 0.046
H -1.88 -2.45 3.94 0.119
H -1.81 -1.64 5.49 0.124
H -1.29 0.40 4.52 0.123
H -2.67 -0.14 3.55 0.126
H 0.14 -0.43 2.72 0.083
O -0.87 2.29 -1.35 -0.061
C -1.88 1.36 -1.55 -0.256
C -1.35 0.17 -2.33 -0.221
O -0.18 -0.35 -1.74 -0.092
H -0.22 1.92 -0.77 0.051
H -2.39 1.06 -0.68 0.084
H -2.60 1.84 -2.26 0.147
H -1.00 0.60 -3.31 0.136
H -2.13 -0.62 -2.48 0.113
H -0.45 -0.75 -0.89 0.036
O 4.05 3.41 0.26 -0.064
C 4.51 2.09 -0.04 -0.242
C 3.64 0.93 0.32 -0.236
O 3.38 0.92 1.74 -0.053
H 3.14 3.54 -0.07 0.096
H 4.74 2.03 -1.13 0.129
H 5.43 2.03 0.52 0.124
H 4.08 0.04 -0.15 0.135
H 2.69 0.97 -0.22 0.108
H 3.12 1.83 1.91 0.087
O 0.30 2.11 1.21 -0.088
C 0.10 3.28 1.91 -0.260
C -1.33 3.80 1.81 -0.239
O -1.72 4.16 0.49 -0.072
H -0.34 1.44 1.52 0.075
H 0.37 3.10 2.96 0.125
H 0.70 4.02 1.37 0.128
H -1.43 4.71 2.43 0.128
H -2.00 3.00 2.13 0.115
H -1.61 3.40 -0.13 0.046
C -4.43 -2.82 -1.50 -0.085
C -4.66 -1.66 -0.57 -0.285
O -3.49 -0.82 -0.38 -0.099
H -3.65 -3.57 -1.10 0.103
H -3.95 -2.43 -2.37 0.057
H -5.26 -3.46 -1.69 0.065
H -5.14 -1.89 0.33 0.083
H -5.39 -0.96 -1.00 0.119
H -2.81 -1.40 -0.02 0.042

---

Entry 4:
63
Properties=species:S:1:pos:R:3:lowdin_charge:R:1 method="wB97M-V/def2-TZVPD" e_lumo_ev=0.39 homo_ev=-9.4 e_above_lowest_kj_mol=919.9 homo_lumo_gap_ev=9.79 smiles=CCO.CCO.CCO.CCO.CCO.CCO.CCO
C 1.90 1.60 -4.62 -0.037
C 1.41 0.72 -3.49 -0.315
O 1.32 1.60 -2.39 -0.096
H 3.06 1.78 -4.11 0.153
H 1.36 2.49 -4.54 0.055
H 1.86 1.09 -5.55 0.053
H 2.01 0.07 -3.08 0.054
H 0.53 0.23 -3.76 0.090
H 0.66 1.27 -1.81 0.012
C -1.92 -0.68 4.39 -0.085
C -2.74 -1.96 4.40 -0.312
O -3.43 -2.04 3.15 -0.113
H -1.18 -0.61 3.74 -0.018
H -1.30 -0.54 5.30 0.096
H -2.66 0.11 4.24 0.085
H -3.57 -1.75 5.11 0.107
H -2.12 -3.09 4.49 0.163
H -3.99 -2.81 3.19 0.066
C 6.12 2.95 -0.97 -0.021
C 4.50 2.70 -0.93 -0.271
O 3.92 3.00 -2.14 -0.096
H 6.56 2.77 -0.18 -0.062
H 6.45 3.98 -1.27 0.082
H 6.68 2.28 -1.74 0.104
H 4.08 3.26 -0.24 0.048
H 4.23 1.71 -0.73 0.089
H 3.16 2.36 -2.25 0.051
C 0.06 -3.71 2.92 -0.085
C 1.05 -4.71 3.40 -0.367
O 1.35 -5.63 2.43 -0.033
H 0.45 -3.35 1.98 0.058
H -0.20 -2.70 3.31 0.084
H -0.85 -4.17 2.71 0.049
H 0.67 -5.29 4.23 0.113
H 1.83 -4.11 3.78 0.099
H 1.83 -6.38 2.75 0.085
C -2.76 -1.95 -1.70 -0.027
C -2.82 -0.62 -2.51 -0.411
O -3.87 -0.57 -3.28 -0.069
H -3.53 -1.94 -0.99 0.066
H -1.85 -2.07 -1.21 0.046
H -2.74 -2.68 -2.41 0.044
H -2.15 -0.59 -3.31 0.090
H -2.60 0.12 -1.69 0.107
H -3.78 0.29 -3.87 0.172
C -1.94 3.76 -1.30 -0.093
C -3.05 2.90 -0.66 -0.285
O -2.52 2.04 0.41 -0.159
H -1.09 3.15 -1.73 0.064
H -1.24 4.34 -0.48 0.134
H -2.36 4.55 -1.97 0.075
H -3.83 2.31 -1.18 0.099
H -3.81 3.64 0.03 0.156
H -3.30 1.88 1.00 0.115
C 1.58 -0.76 0.61 -0.038
C 0.19 -0.01 0.69 -0.329
O -0.09 0.98 -0.20 -0.080
H 1.51 -0.93 -0.53 0.090
H 1.76 -1.71 1.16 0.062
H 2.40 -0.02 0.76 0.067
H 0.25 0.58 1.73 0.142
H -0.57 -0.61 0.90 0.047
H -0.90 1.43 -0.01 0.026

---

Entry 5:
63
Properties=species:S:1:pos:R:3:lowdin_charge:R:1 method="wB97M-V/def2-TZVPD" e_lumo_ev="-2.50 / -9.51" homo_ev="-11.7 / -11.7" charge=+1 e_above_lowest_kj_mol=103.1 multiplicity=2 homo_lumo_gap_ev="9.18 / 2.16"
C 4.07 0.28 -0.54 -0.087
C 4.88 0.68 0.70 -0.262
O 5.07 -0.46 1.56 -0.101
H 3.06 -0.03 -0.29 0.062
H 4.43 -0.61 -1.06 0.074
H 4.23 1.03 -1.31 0.073
H 4.43 1.50 1.26 0.116
H 5.86 0.97 0.33 0.110
H 5.84 -0.90 1.18 0.093
C -4.83 0.06 -1.37 -0.083
C -5.69 0.32 -2.60 -0.279
O -4.87 0.68 -3.72 -0.084
H -5.36 -0.35 -0.51 0.079
H -4.38 0.98 -1.00 0.072
H -4.03 -0.65 -1.59 0.060
H -6.40 1.14 -2.57 0.115
H -6.31 -0.56 -2.77 0.113
H -5.33 0.57 -4.55 0.096
C -0.17 -0.65 1.75 -0.025
C -0.35 0.21 0.46 -0.254
O -1.70 0.26 0.08 -0.050
H 0.83 -0.55 2.17 0.074
H -0.29 -1.72 1.60 0.089
H -0.85 -0.23 2.50 0.036
H 0.23 -0.20 -0.36 0.116
H -0.14 1.26 0.64 0.133
H -1.72 0.45 -0.86 0.074
C 5.03 -0.61 5.51 -0.084
C 3.82 0.16 4.97 -0.279
O 3.31 -0.54 3.79 -0.125
H 4.72 -1.58 5.92 0.075
H 5.62 0.00 6.19 0.073
H 5.76 -0.86 4.74 0.067
H 4.11 1.15 4.64 0.098
H 2.99 0.30 5.66 0.104
H 4.07 -0.70 3.22 0.019
C -4.21 0.86 4.69 -0.035
C -3.22 0.50 3.62 -0.220
O -3.60 0.93 2.36 0.239
H -5.21 0.59 4.37 0.099
H -4.28 1.90 4.99 0.101
H -4.09 0.33 5.63 0.101
H -3.11 -0.58 3.64 0.175
H -2.26 0.98 3.81 0.176
H -2.99 0.60 1.70 0.097
C -1.82 -2.11 -3.67 -0.053
C -1.79 -0.68 -4.30 -0.256
O -1.77 0.18 -3.17 -0.131
H -1.87 -2.91 -4.42 0.072
H -2.71 -2.19 -3.04 0.062
H -0.92 -2.31 -3.09 0.067
H -2.76 -0.45 -4.74 0.097
H -1.00 -0.39 -4.99 0.117
H -2.70 0.35 -3.01 0.038
C 3.08 0.64 -4.35 -0.071
C 2.00 0.02 -3.43 -0.323
O 1.13 1.06 -3.01 -0.074
H 2.72 1.28 -5.15 0.074
H 3.63 -0.13 -4.88 0.074
H 3.69 1.30 -3.73 0.060
H 2.42 -0.57 -2.61 0.083
H 1.48 -0.75 -3.99 0.098
H 0.23 0.72 -2.99 0.030

---

Entry 6:
95
Properties=species:S:1:pos:R:3:lowdin_charge:R:1 method="wB97M-V/def2-TZVPD" e_lumo_ev=-0.09 homo_ev=-10.0 homo_lumo_gap_ev=9.94
C -1.97 1.73 -3.29 -0.206
C -0.94 1.76 -4.30 -0.795
Br -1.65 2.69 -5.87 0.746
C -0.27 0.41 -4.56 -0.761
Br 0.67 0.38 -6.29 0.627
Si -1.47 -1.06 -4.65 0.477
O -0.93 -2.36 -3.76 -0.458
Si -0.73 -2.10 -2.13 0.568
H -1.60 1.34 -2.43 0.034
H -2.22 2.70 -3.09 0.056
H -2.84 1.27 -3.58 0.017
H -0.21 2.38 -3.96 0.058
H 0.48 0.27 -3.89 0.018
H -2.83 -0.69 -4.20 -0.001
H -1.52 -1.54 -6.03 -0.030
H -0.80 -0.67 -1.77 -0.042
H -1.70 -2.88 -1.34 -0.053
H 0.61 -2.60 -1.79 -0.064
C 2.53 -5.49 -0.71 0.055
N 2.37 -4.07 -0.32 -0.503
O 3.03 -3.25 -0.87 0.055
O 1.59 -3.83 0.53 0.078
H 3.28 -5.54 -1.50 0.092
H 2.85 -6.03 0.16 0.100
H 1.57 -5.84 -1.06 0.101
C -3.64 4.05 0.10 0.057
N -2.80 2.85 -0.12 -0.493
O -3.32 1.86 -0.50 0.083
O -1.64 2.96 0.09 0.075
H -4.66 3.79 -0.14 0.095
H -3.54 4.33 1.14 0.100
H -3.27 4.83 -0.55 0.102
C 1.17 1.57 3.48 0.048
N 0.95 2.95 3.99 -0.477
O 1.55 3.83 3.49 0.093
O 0.18 3.08 4.89 0.058
H 1.89 1.61 2.68 0.078
H 1.54 0.98 4.31 0.064
H 0.22 1.20 3.13 0.109
C 0.00 0.72 7.35 0.072
N 1.10 -0.24 7.11 -0.467
O 1.64 -0.24 6.05 0.071
O 1.38 -0.97 8.00 0.067
H -0.15 1.31 6.46 0.068
H -0.89 0.14 7.58 0.104
H 0.28 1.34 8.19 0.107
C -0.28 -3.60 7.55 0.039
N -1.44 -4.19 6.85 -0.488
O -2.42 -3.53 6.74 0.076
O -1.32 -5.29 6.44 0.086
H -0.54 -2.60 7.87 0.066
H -0.06 -4.22 8.41 0.075
H 0.55 -3.58 6.86 0.106
C 2.36 -2.90 11.48 0.054
N 1.18 -3.49 10.79 -0.484
O 0.21 -2.82 10.69 0.085
O 1.29 -4.59 10.38 0.078
H 2.10 -1.91 11.80 0.093
H 2.58 -3.54 12.33 0.100
H 3.17 -2.89 10.78 0.102
C 5.23 -0.97 -1.65 0.039
N 5.68 0.35 -2.15 -0.491
O 5.00 0.91 -2.94 0.075
O 6.70 0.77 -1.72 0.079
H 4.30 -1.22 -2.13 0.079
H 6.00 -1.69 -1.90 0.102
H 5.11 -0.89 -0.58 0.073
C 5.08 1.43 3.46 0.063
N 4.79 0.47 2.36 -0.478
O 5.56 0.41 1.46 0.091
O 3.81 -0.19 2.46 0.078
H 6.00 1.94 3.23 0.096
H 4.25 2.12 3.51 0.088
H 5.17 0.85 4.37 0.104
C -5.80 -0.21 -4.96 0.046
N -5.81 1.27 -5.14 -0.488
O -5.45 1.95 -4.23 0.067
O -6.18 1.68 -6.18 0.085
H -5.44 -0.42 -3.96 0.086
H -6.82 -0.56 -5.10 0.102
H -5.15 -0.62 -5.71 0.076
C -0.47 5.73 -6.80 -0.010
N -0.45 7.19 -7.05 -0.496
O -0.06 7.90 -6.18 0.084
O -0.82 7.56 -8.11 0.081
H -0.11 5.54 -5.81 0.078
H -1.49 5.40 -6.91 0.055
H 0.17 5.26 -7.54 0.101
C -2.76 -1.16 -8.81 0.049
N -3.32 -2.33 -8.10 -0.499
O -4.42 -2.25 -7.66 0.064
O -2.63 -3.29 -8.02 0.084
H -3.50 -0.37 -8.80 0.095
H -1.86 -0.86 -8.28 0.069
H -2.52 -1.46 -9.82 0.102

---

| no. | electronic energy (Eh) |
| --- | --- |
| 1 | -3032.97102 |
| 2 | -2651.02074 |
| 3 | -1536.62413 |
| 4 | -1084.91134 |
| 5 | -1084.82353 |
| 6 | -8618.02979 |